Entry 1:
The following is a quantum chemistry calculation of a molecular structure, H20O30S5Zn4, from OMol25.

Cartesian coordinates (Å):
Zn1 2.686 0.509 1.033
Zn2 -0.692 -3.376 -0.755
Zn3 -0.274 1.029 -2.671
Zn4 -2.020 2.116 1.644
S1 -0.336 -0.254 0.409
O1 -0.819 -1.580 -0.100
O2 -1.477 0.218 1.263
O3 0.907 -0.388 1.154
O4 -0.060 0.579 -0.699
S2 -2.093 3.465 -1.397
O5 -3.334 4.055 -1.895
O6 -2.480 2.713 -0.083
O7 -1.648 2.403 -2.395
O8 -1.035 4.378 -1.091
S3 1.134 3.409 1.891
O9 1.422 4.479 1.004
O10 1.445 3.689 3.313
O11 -0.311 2.971 1.789
O12 1.909 2.184 1.448
S4 1.238 -2.203 -3.142
O13 0.872 -0.766 -3.061
O14 1.035 -2.707 -4.488
O15 2.570 -2.462 -2.601
O16 0.316 -3.056 -2.218
S5 2.632 2.740 -3.146
O17 2.390 4.075 -2.636
O18 1.540 1.767 -2.630
O19 2.576 2.681 -4.630
O20 3.894 2.126 -2.637
O21 1.176 -2.665 2.733
H1 1.484 -3.382 2.173
H2 1.020 -1.916 2.111
O22 -3.730 -1.120 -0.020
H3 -3.040 -0.565 0.404
H4 -4.277 -0.488 -0.501
O23 -2.265 -1.272 3.480
H5 -2.954 -1.927 3.350
H6 -1.944 -1.061 2.579
O24 -1.879 -0.366 -2.652
H7 -1.814 -1.117 -2.058
H8 -2.661 -0.502 -3.189
O25 -2.113 1.519 3.659
H9 -1.727 1.862 4.469
H10 -1.834 0.594 3.583
O26 3.801 -1.253 0.764
H11 4.577 -1.603 1.209
H12 3.652 -1.802 -0.022
O27 2.932 0.370 3.102
H13 3.261 -0.398 3.580
H14 2.719 1.055 3.752
O28 -2.599 -2.998 -1.610
H15 -3.052 -3.366 -2.377
H16 -3.296 -2.682 -0.994
O29 -1.671 -4.141 0.958
H17 -1.284 -4.484 1.769
H18 -2.599 -3.988 1.142
O30 2.657 0.855 -0.967
H19 2.025 1.365 -1.609
H20 3.446 0.680 -1.489

- LUMO (eV) = 1.6
- 2S+1 = 1
- net charge = -2
- highest occupied orbital energy (eV) = -1.4
- molar mass (g/mol) = 922.0

=====

Entry 2:
The following is a quantum chemistry calculation of 11 unconnected molecules or ions with the total composition H21O11, from OMol25.

Cartesian coordinates (Å):
O1 1.073 3.652 1.899
H1 0.161 3.668 2.207
H2 1.263 2.735 1.705
O2 -1.330 2.081 1.905
H3 -2.187 1.756 2.170
H4 -1.051 1.635 1.106
O3 -0.703 -3.018 3.637
H5 -0.467 0.373 -4.295
H6 -1.983 -1.007 -1.937
O4 0.239 0.608 0.155
H7 0.705 0.871 -0.627
H8 2.652 -1.440 1.746
O5 4.207 -0.757 -0.928
H9 2.092 0.039 -2.553
H10 -0.737 0.070 0.077
O6 -1.521 -1.854 -1.887
H11 -1.347 -1.805 -0.939
H12 -2.325 -0.828 0.710
O7 -2.048 -0.150 0.089
H13 -1.054 -2.245 3.186
O8 0.037 -0.419 -4.099
H14 -0.180 -3.296 2.867
H15 -0.475 -0.889 -3.429
O9 -4.501 0.637 -0.627
H16 -3.557 0.368 -0.548
H17 -4.443 1.568 -0.391
O10 2.407 0.936 -2.433
H18 4.503 -1.305 -0.220
H19 2.738 1.079 -1.554
O11 1.903 -1.840 2.208
H20 4.704 0.059 -0.990
H21 1.225 -1.283 1.788

- LUMO (eV) = 2.5
- ΔE to the lowest compared entry with this formula, charge and spin (kcal per mole) = 35.57
- 2S+1 = 1
- net charge = -1
- highest occupied orbital energy (eV) = -6.5
- molar mass (g/mol) = 197.2

=====

Entry 3:
The following is a quantum chemistry calculation of 11 unconnected molecules or ions with the total composition H21O11, from OMol25.

Cartesian coordinates (Å):
O1 0.353 -0.076 -0.227
H1 -0.480 0.380 -0.023
O2 1.806 -0.507 -2.460
H2 2.499 -1.123 -2.256
H3 1.333 -0.397 -1.622
O3 -1.276 -1.049 -2.118
H4 -1.508 -0.372 -2.737
H5 -0.663 -0.620 -1.458
O4 1.305 2.429 -0.365
H6 1.014 1.542 -0.222
H7 1.468 2.545 -1.288
O5 -1.241 2.427 -0.901
H8 -1.264 1.507 -0.969
H9 -0.294 2.662 -0.940
O6 -0.933 2.714 2.222
H10 -1.192 2.077 1.581
H11 -0.773 3.539 1.782
O7 0.126 -0.230 2.509
H12 -0.838 -0.259 2.629
H13 0.321 -0.285 1.559
O8 -1.376 -2.459 0.957
H14 -0.462 -2.650 0.773
H15 -1.537 -2.516 1.968
O9 -2.415 0.050 0.514
H16 -2.067 -0.830 0.651
H17 -3.318 -0.062 0.691
O10 1.051 -2.733 -0.610
H18 0.807 -1.802 -0.542
H19 1.517 -2.857 0.238
O11 2.839 -0.650 0.408
H20 3.275 0.106 0.032
H21 1.924 -0.500 0.225

- LUMO (eV) = 3.0
- ΔE to the lowest compared entry with this formula, charge and spin (kcal per mole) = 31.96
- 2S+1 = 1
- net charge = -1
- highest occupied orbital energy (eV) = -6.9
- molar mass (g/mol) = 197.2

=====

Entry 4:
The following is a quantum chemistry calculation of 11 unconnected molecules or ions with the total composition H21O11, from OMol25.

Cartesian coordinates (Å):
O1 0.097 0.524 0.352
H1 -0.154 -0.283 -0.070
O2 -0.231 0.278 -3.171
H2 -0.265 -0.605 -3.599
H3 -0.677 0.136 -2.343
O3 -0.853 1.850 2.510
H4 -0.559 1.279 1.745
H5 -0.366 2.620 2.396
O4 2.489 0.565 -0.627
H6 1.584 0.718 -0.340
H7 2.386 -0.258 -1.077
O5 -2.040 1.463 -1.142
H8 -2.506 0.766 -1.616
H9 -1.348 1.001 -0.589
O6 1.503 -1.731 -1.674
H10 1.632 -2.502 -1.103
H11 1.911 -2.047 -2.458
O7 1.092 3.157 -0.048
H12 0.881 3.519 -0.948
H13 0.763 2.229 0.028
O8 2.176 0.651 2.492
H14 1.632 0.350 3.224
H15 1.584 0.494 1.790
O9 -1.288 -1.736 -1.306
H16 -1.535 -1.823 -0.400
H17 -0.334 -1.901 -1.364
O10 0.372 -2.258 1.573
H18 0.688 -2.163 2.450
H19 0.134 -1.327 1.351
O11 -2.675 -1.234 1.119
H20 -2.737 -1.147 2.061
H21 -3.356 -0.585 0.783

- LUMO (eV) = 2.6
- ΔE to the lowest compared entry with this formula, charge and spin (kcal per mole) = 36.56
- 2S+1 = 1
- net charge = -1
- highest occupied orbital energy (eV) = -5.9
- molar mass (g/mol) = 197.2

=====

Entry 5:
The following is a quantum chemistry calculation of a molecular structure, H21O11Tl, from OMol25.

Cartesian coordinates (Å):
Tl1 -1.547 -1.027 -2.075
O1 -0.236 -0.378 -0.708
H1 0.065 0.169 0.006
O2 0.895 -0.115 2.932
H2 1.626 0.121 2.391
H3 0.954 0.468 3.686
O3 -0.248 0.455 -3.343
H4 -0.323 0.790 -4.235
H5 0.333 1.151 -2.978
O4 -1.742 -0.860 1.972
H6 -1.677 -0.662 2.936
H7 -1.740 -1.777 1.881
O5 -2.984 -0.749 -0.409
H8 -2.594 -0.745 0.502
H9 -3.838 -1.060 -0.185
O6 1.065 2.724 -0.301
H10 0.862 2.956 0.617
H11 1.848 3.239 -0.399
O7 2.595 1.078 1.242
H12 2.398 1.716 0.583
H13 2.916 1.527 2.030
O8 2.599 -0.111 -1.436
H14 3.132 -0.455 -0.766
H15 1.673 -0.096 -1.178
O9 0.929 -2.091 1.010
H16 0.494 -1.559 0.273
H17 0.434 -1.833 1.811
O10 -1.312 -3.013 -1.049
H18 -1.359 -3.872 -1.515
H19 -1.279 -3.301 -0.110
O11 -1.366 2.573 -1.472
H20 -2.007 2.386 -0.763
H21 -0.582 2.364 -0.965

- LUMO (eV) = -12.6
- 2S+1 = 1
- net charge = +2
- highest occupied orbital energy (eV) = -16.6
- molar mass (g/mol) = 401.5

=====

Entry 6:
The following is a quantum chemistry calculation of a molecular structure, H22N2O12, from OMol25.

Cartesian coordinates (Å):
N1 5.091 -53.516 -21.067
H1 4.988 -54.031 -22.132
H2 4.203 -53.780 -20.700
H3 5.228 -52.579 -21.061
H4 5.894 -54.028 -20.774
N2 8.676 -53.200 -20.949
O1 8.565 -54.260 -20.282
O2 8.077 -52.920 -21.971
O3 8.875 -52.175 -20.195
O4 8.860 -53.616 -17.548
H5 9.711 -53.887 -17.457
H6 8.717 -53.682 -18.514
O5 6.464 -50.835 -19.311
H7 6.526 -50.097 -18.809
H8 7.403 -50.997 -19.521
O6 7.171 -54.327 -23.536
H9 7.644 -53.750 -22.875
H10 6.635 -53.808 -24.090
O7 11.209 -55.312 -19.891
H11 11.444 -55.138 -20.935
H12 10.410 -54.912 -19.845
O8 8.408 -50.379 -23.046
H13 8.385 -49.742 -22.304
H14 8.544 -51.153 -22.611
O9 11.721 -51.327 -18.909
H15 11.540 -52.162 -18.500
H16 11.214 -51.089 -19.661
O10 8.063 -56.492 -18.873
H17 7.512 -56.542 -18.186
H18 8.304 -55.584 -19.056
O11 10.290 -56.896 -21.979
H19 9.743 -56.629 -21.166
H20 9.877 -57.764 -22.083
O12 11.445 -53.689 -22.175
H21 12.376 -53.674 -22.181
H22 10.917 -52.878 -22.203

- LUMO (eV) = -1.4
- ΔE to the lowest compared entry with this formula, charge and spin (kcal per mole) = 49.01
- 2S+1 = 1
- highest occupied orbital energy (eV) = -10.0
- molar mass (g/mol) = 242.2

=====

Number 1: total energy -11377.77576 Ha. Number 2: total energy -840.28765 Ha. Number 3: total energy -840.29341 Ha. Number 4: total energy -840.28607 Ha. Number 5: total energy -1011.90802 Ha. Number 6: total energy -1025.29969 Ha.